{"formula": "C10H29AsCl2CuSi3", "method": "ωB97M-V/def2-TZVPD", "spin_multiplicity": 1, "total_charge": 1, "energy_ev": -164994.865, "e_above_lowest_kj_mol": 0.0, "species": ["Cu", "C", "Si", "C", "C", "As", "Si", "C", "C", "C", "Si", "C", "C", "C", "H", "H", "H", "H", "H", "H", "H", "H", "H", "H", "H", "H", "H", "H", "H", "H", "H", "H", "H", "H", "H", "H", "H", "H", "H", "H", "H", "Cl", "C", "Cl", "H", "H"], "coordinates": [[2.07, -0.79, -1.09], [-2.25, -1.38, 2.11], [-0.80, -1.87, 1.06], [-1.31, -3.09, -0.26], [0.59, -2.55, 2.10], [0.13, -0.03, -0.12], [-1.54, 0.88, -1.55], [-0.94, 2.54, -2.15], [-3.13, 1.01, -0.59], [-1.62, -0.33, -2.96], [0.90, 1.54, 1.48], [-0.38, 1.75, 2.82], [2.49, 0.81, 2.12], [1.26, 3.15, 0.61], [-2.63, -2.27, 2.61], [-3.06, -0.95, 1.52], [-1.96, -0.65, 2.88], [-1.53, -4.06, 0.19], [-0.51, -3.23, -0.99], [-2.21, -2.76, -0.79], [0.32, -3.54, 2.48], [0.79, -1.90, 2.96], [1.50, -2.65, 1.52], [-1.09, 3.32, -1.40], [-1.48, 2.82, -3.05], [0.13, 2.50, -2.39], [-2.95, 1.37, 0.42], [-3.64, 0.05, -0.54], [-3.80, 1.72, -1.09], [-0.65, -0.38, -3.46], [-2.37, -0.03, -3.70], [-1.88, -1.33, -2.62], [-0.33, 0.94, 3.55], [-1.39, 1.77, 2.40], [-0.22, 2.69, 3.36], [2.34, -0.18, 2.55], [2.94, 1.44, 2.89], [3.21, 0.72, 1.31], [0.34, 3.72, 0.42], [1.75, 2.98, -0.35], [1.92, 3.76, 1.22], [4.15, -1.69, -1.42], [4.31, -1.57, -3.20], [3.00, -0.60, -3.86], [4.25, -2.57, -3.60], [5.26, -1.09, -3.41]]}

{"formula": "C10H29BF2N8O16", "method": "ωB97M-V/def2-TZVPD", "spin_multiplicity": 1, "total_charge": 0, "energy_ev": -61610.833, "smiles": "C[N+](=O)[O-].C[N+](=O)[O-].C[N+](=O)[O-].C[N+](=O)[O-].C[N+](=O)[O-].C[N+](=O)[O-].C[N+](=O)[O-].C[N+](=O)[O-].C[C@H](F)BF", "species": ["C", "N", "O", "O", "H", "H", "H", "C", "N", "O", "O", "H", "H", "H", "C", "N", "O", "O", "H", "H", "H", "C", "N", "O", "O", "H", "H", "H", "C", "N", "O", "O", "H", "H", "H", "C", "N", "O", "O", "H", "H", "H", "C", "N", "O", "O", "H", "H", "H", "C", "N", "O", "O", "H", "H", "H", "C", "C", "F", "B", "F", "H", "H", "H", "H", "H"], "coordinates": [[2.68, 0.90, -0.52], [1.39, 0.16, -0.45], [0.43, 0.75, 0.01], [1.37, -0.98, -0.85], [2.53, 1.89, -0.12], [3.41, 0.34, 0.06], [2.97, 0.94, -1.57], [0.12, -6.90, 0.06], [0.35, -5.69, -0.77], [0.09, -4.61, -0.28], [0.81, -5.87, -1.88], [-0.27, -6.59, 1.02], [-0.58, -7.54, -0.47], [1.08, -7.40, 0.17], [-1.68, 0.53, 2.57], [-1.90, 1.49, 3.68], [-1.47, 2.62, 3.55], [-2.50, 1.08, 4.66], [-1.15, 1.03, 1.77], [-1.11, -0.31, 2.96], [-2.66, 0.19, 2.24], [0.48, 4.65, -1.59], [1.91, 4.77, -1.19], [2.66, 3.86, -1.50], [2.23, 5.75, -0.56], [0.36, 3.73, -2.14], [-0.11, 4.67, -0.68], [0.25, 5.51, -2.22], [-3.52, 5.94, -1.89], [-2.25, 6.61, -2.31], [-1.87, 6.43, -3.45], [-1.68, 7.27, -1.48], [-3.91, 5.39, -2.74], [-3.29, 5.29, -1.06], [-4.20, 6.73, -1.58], [8.83, -4.18, 1.64], [8.64, -4.49, 0.20], [9.36, -3.93, -0.60], [7.76, -5.27, -0.08], [9.64, -3.47, 1.74], [7.89, -3.78, 2.01], [9.07, -5.12, 2.14], [-4.64, 3.42, 2.49], [-4.90, 3.33, 1.03], [-4.16, 3.92, 0.28], [-5.85, 2.66, 0.68], [-3.77, 4.04, 2.65], [-5.52, 3.85, 2.95], [-4.48, 2.41, 2.85], [-8.03, 1.06, -1.27], [-9.34, 0.37, -1.25], [-10.30, 0.98, -0.81], [-9.37, -0.77, -1.67], [-8.15, 2.05, -0.86], [-7.34, 0.47, -0.66], [-7.69, 1.09, -2.30], [4.00, -3.15, -0.93], [3.97, -4.02, 0.32], [4.97, -3.58, 1.23], [4.37, -5.52, -0.04], [3.64, -6.55, 0.39], [3.12, -2.51, -1.01], [4.90, -2.53, -0.88], [4.06, -3.75, -1.84], [3.01, -3.93, 0.83], [5.35, -5.68, -0.70]]}

{"formula": "C10H30F2N6O4V", "method": "ωB97M-V/def2-TZVPD", "spin_multiplicity": 3, "total_charge": 1, "energy_ev": -59108.950, "e_above_lowest_kj_mol": 0.0, "species": ["V", "F", "F", "C", "C", "C", "O", "C", "N", "H", "H", "H", "H", "H", "H", "H", "H", "H", "H", "H", "C", "C", "C", "O", "C", "N", "H", "H", "H", "H", "H", "H", "H", "H", "H", "H", "H", "C", "O", "N", "N", "H", "H", "H", "H", "C", "O", "N", "N", "H", "H", "H", "H"], "coordinates": [[12.57, 22.25, -21.56], [13.18, 20.35, -21.22], [11.82, 24.15, -21.76], [9.93, 20.15, -19.76], [9.99, 21.65, -19.84], [9.04, 22.27, -18.78], [9.14, 23.67, -18.65], [8.83, 24.38, -19.83], [11.35, 22.19, -19.75], [8.97, 19.86, -20.20], [9.94, 19.80, -18.72], [10.56, 19.50, -20.37], [9.44, 21.89, -20.75], [9.38, 21.88, -17.82], [8.00, 21.99, -18.98], [7.82, 24.16, -20.19], [9.45, 24.12, -20.69], [9.07, 25.44, -19.76], [11.16, 23.17, -19.51], [11.63, 21.85, -18.83], [16.28, 21.66, -21.10], [15.48, 22.44, -20.09], [16.39, 23.52, -19.44], [15.97, 23.98, -18.16], [15.92, 22.97, -17.17], [14.26, 23.14, -20.63], [16.87, 22.22, -21.83], [15.76, 20.87, -21.65], [17.09, 21.14, -20.59], [15.30, 21.70, -19.32], [16.41, 24.47, -19.98], [17.40, 23.11, -19.45], [16.86, 22.43, -16.99], [15.09, 22.31, -17.44], [15.72, 23.37, -16.18], [13.97, 23.65, -19.79], [14.59, 23.80, -21.32], [10.31, 20.60, -23.23], [11.14, 21.34, -22.66], [10.37, 19.26, -23.01], [9.30, 21.01, -24.01], [9.68, 18.69, -23.46], [11.21, 18.94, -22.55], [9.07, 21.99, -23.94], [8.69, 20.28, -24.32], [14.20, 22.12, -24.39], [13.65, 22.38, -23.31], [15.32, 21.37, -24.52], [13.77, 22.65, -25.57], [15.65, 21.40, -25.46], [15.95, 21.13, -23.78], [14.25, 22.39, -26.40], [13.28, 23.53, -25.52]]}

{"formula": "C10H30N2O6V", "method": "ωB97M-V/def2-TZVPD", "spin_multiplicity": 2, "total_charge": 2, "energy_ev": -51790.414, "species": ["O", "V", "O", "C", "O", "H", "H", "H", "H", "C", "O", "H", "H", "H", "H", "C", "C", "C", "O", "C", "N", "H", "H", "H", "H", "H", "H", "H", "H", "H", "H", "H", "C", "C", "C", "O", "C", "N", "H", "H", "H", "H", "H", "H", "H", "H", "H", "H", "H"], "coordinates": [[0.46, -0.83, 2.10], [-0.58, -0.10, 1.18], [-0.27, -0.29, -0.36], [-3.34, -1.82, 0.57], [-2.09, -1.81, 1.23], [-3.40, -1.28, -0.38], [-3.59, -2.86, 0.39], [-4.08, -1.28, 1.16], [-1.89, -2.71, 1.48], [-1.60, -0.21, 4.46], [-1.20, 0.77, 3.48], [-1.43, -1.21, 4.06], [-0.87, -0.16, 5.26], [-2.63, -0.01, 4.75], [-1.23, 1.61, 3.94], [4.37, -2.92, -2.93], [3.70, -1.56, -2.62], [2.19, -1.62, -2.52], [1.51, -1.74, -3.78], [0.21, -2.22, -3.60], [4.35, -1.03, -1.47], [4.23, -3.60, -2.08], [5.41, -2.71, -3.14], [3.93, -3.32, -3.84], [4.12, -0.92, -3.40], [1.84, -0.72, -2.03], [1.94, -2.51, -1.94], [-0.15, -2.42, -4.61], [-0.48, -1.53, -3.10], [0.31, -3.21, -3.16], [5.32, -1.33, -1.52], [4.42, -0.03, -1.62], [-3.01, 3.53, -0.07], [-1.84, 2.50, 0.07], [-0.65, 3.02, 0.97], [0.27, 1.98, 1.25], [1.30, 2.43, 2.04], [-2.35, 1.31, 0.69], [-2.69, 4.31, -0.77], [-3.27, 3.89, 0.93], [-3.78, 2.94, -0.57], [-1.43, 2.22, -0.90], [-0.94, 3.39, 1.95], [-0.20, 3.87, 0.47], [1.99, 1.58, 2.09], [1.06, 2.92, 2.98], [1.89, 3.06, 1.38], [-3.02, 0.95, 0.01], [-2.82, 1.67, 1.50]]}

{"formula": "C10H30O5S5", "method": "ωB97M-V/def2-TZVPD", "spin_multiplicity": 1, "total_charge": 0, "energy_ev": -75265.663, "e_above_lowest_kj_mol": 16.4, "species": ["C", "S", "O", "C", "H", "H", "H", "H", "H", "H", "C", "S", "O", "C", "H", "H", "H", "H", "H", "H", "C", "S", "O", "C", "H", "H", "H", "H", "H", "H", "C", "S", "O", "C", "H", "H", "H", "H", "H", "H", "C", "S", "O", "C", "H", "H", "H", "H", "H", "H"], "coordinates": [[1.74, 2.05, -3.32], [1.73, 3.84, -3.31], [0.94, 4.27, -2.14], [3.44, 3.98, -2.86], [2.57, 1.77, -3.97], [0.79, 1.60, -3.60], [2.12, 1.71, -2.35], [3.68, 3.41, -1.95], [3.66, 5.02, -2.63], [4.05, 3.69, -3.71], [0.34, -5.59, 3.64], [-1.03, -5.38, 2.52], [-0.35, -5.24, 1.19], [-1.58, -7.09, 2.52], [1.04, -6.28, 3.15], [-0.01, -6.00, 4.59], [0.88, -4.67, 3.84], [-1.73, -7.50, 3.53], [-0.74, -7.68, 2.15], [-2.47, -7.11, 1.91], [-2.12, 2.46, -1.56], [-2.94, 1.27, -2.68], [-2.74, -0.05, -2.02], [-4.59, 1.76, -2.27], [-2.80, 3.24, -1.25], [-1.33, 2.95, -2.12], [-1.69, 1.85, -0.78], [-4.75, 1.49, -1.22], [-5.33, 1.31, -2.92], [-4.69, 2.85, -2.39], [0.18, 1.46, 2.98], [-0.40, 2.74, 1.87], [-1.36, 3.59, 2.62], [1.15, 3.61, 1.70], [0.44, 1.85, 3.96], [1.07, 1.05, 2.51], [-0.60, 0.70, 3.03], [1.41, 4.17, 2.60], [1.05, 4.28, 0.85], [1.88, 2.84, 1.45], [0.01, -1.20, -1.39], [1.70, -1.00, -0.85], [1.94, 0.40, -0.39], [1.64, -2.02, 0.61], [-0.07, -0.89, -2.42], [-0.67, -0.60, -0.78], [-0.20, -2.25, -1.16], [1.32, -3.05, 0.43], [0.83, -1.78, 1.32], [2.58, -1.84, 1.11]]}

{"formula": "C10H31N9O6", "method": "ωB97M-V/def2-TZVPD", "spin_multiplicity": 1, "total_charge": 0, "energy_ev": -36571.859, "smiles": "COCCNCCOC.NC(N)=O.NC(N)=O.NC(N)=O.NC(N)=O", "e_above_lowest_kj_mol": 3.8, "species": ["C", "O", "C", "C", "N", "C", "C", "O", "C", "H", "H", "H", "H", "H", "H", "H", "H", "H", "H", "H", "H", "H", "H", "H", "N", "C", "N", "O", "H", "H", "H", "H", "N", "C", "N", "O", "H", "H", "H", "H", "N", "C", "N", "O", "H", "H", "H", "H", "N", "C", "N", "O", "H", "H", "H", "H"], "coordinates": [[1.68, 4.02, 1.24], [2.62, 2.99, 1.05], [2.52, 2.38, -0.22], [3.16, 1.01, -0.22], [2.56, -0.01, 0.61], [3.47, -1.12, 0.76], [2.82, -2.27, 1.52], [3.70, -3.39, 1.57], [3.04, -4.54, 2.06], [1.49, 4.61, 0.34], [2.11, 4.66, 2.01], [0.72, 3.68, 1.65], [3.01, 3.05, -0.94], [1.49, 2.28, -0.58], [4.20, 1.22, 0.13], [3.41, 0.71, -1.24], [2.33, 0.41, 1.51], [4.48, -0.89, 1.13], [3.71, -1.51, -0.24], [1.90, -2.56, 1.01], [2.69, -1.94, 2.55], [3.82, -5.22, 2.39], [2.47, -4.99, 1.24], [2.40, -4.33, 2.93], [-0.86, 3.01, -4.65], [-1.10, 2.58, -3.38], [-2.28, 1.91, -3.20], [-0.31, 2.77, -2.47], [0.03, 3.43, -4.80], [-1.43, 2.87, -5.46], [-2.41, 1.41, -2.34], [-2.89, 1.84, -4.00], [-0.96, 1.48, 1.98], [-0.45, 0.71, 2.99], [-1.01, 0.90, 4.22], [0.43, -0.12, 2.77], [-1.74, 2.08, 2.13], [-0.66, 1.15, 1.07], [-1.57, 1.72, 4.36], [-0.69, 0.32, 4.97], [-4.68, -3.00, -1.22], [-5.76, -2.44, -1.86], [-5.56, -1.15, -2.29], [-6.86, -2.99, -1.86], [-4.79, -3.90, -0.79], [-3.78, -2.59, -1.38], [-6.40, -0.63, -2.41], [-4.66, -0.73, -2.17], [-0.42, -0.02, -0.59], [-1.08, -1.20, -0.65], [-0.74, -2.07, 0.36], [-1.97, -1.44, -1.47], [0.48, 0.02, -0.10], [-0.56, 0.69, -1.29], [-1.12, -3.00, 0.27], [-0.02, -1.82, 1.00]]}

{"formula": "C10H32BrF3GaN12O9", "method": "ωB97M-V/def2-TZVPD", "spin_multiplicity": 1, "total_charge": -1, "energy_ev": -177775.094, "e_above_lowest_kj_mol": 70.6, "species": ["O", "O", "C", "Ga", "Br", "C", "C", "O", "C", "F", "F", "F", "H", "H", "H", "H", "H", "H", "H", "H", "C", "O", "N", "N", "H", "H", "H", "H", "C", "O", "N", "N", "H", "H", "H", "H", "C", "O", "N", "N", "H", "H", "H", "H", "C", "O", "N", "N", "H", "H", "H", "H", "C", "O", "N", "N", "H", "H", "H", "H", "C", "O", "N", "N", "H", "H", "H", "H"], "coordinates": [[4.49, 3.11, -3.14], [3.45, 2.59, -2.36], [3.58, 3.09, -1.00], [4.61, 1.73, 0.12], [6.90, 2.37, 0.64], [4.44, -0.07, -0.82], [5.63, -0.46, -1.67], [6.34, 0.65, -2.18], [5.20, -1.37, -2.80], [4.66, -2.45, -2.31], [4.36, -0.84, -3.62], [6.22, -1.77, -3.54], [5.30, 2.69, -2.81], [2.56, 3.17, -0.64], [4.01, 4.09, -1.00], [3.85, 1.60, 1.54], [4.25, -0.86, -0.11], [3.56, -0.01, -1.45], [6.29, -1.07, -1.07], [7.28, 0.46, -2.13], [1.01, -0.82, 0.91], [1.26, 0.36, 0.79], [0.34, -1.31, 2.01], [1.37, -1.75, -0.02], [0.10, -2.27, 2.14], [0.06, -0.64, 2.72], [1.88, -1.42, -0.83], [1.16, -2.73, 0.07], [-2.69, 0.21, 2.73], [-1.85, 0.24, 3.62], [-2.36, 0.40, 1.42], [-4.01, -0.03, 2.99], [-3.02, 0.38, 0.67], [-1.38, 0.58, 1.21], [-4.27, -0.18, 3.94], [-4.72, -0.06, 2.28], [1.24, -0.32, -3.54], [1.90, -0.73, -2.60], [1.82, 0.33, -4.59], [-0.11, -0.46, -3.61], [1.31, 0.69, -5.37], [2.82, 0.46, -4.55], [-0.56, -0.94, -2.84], [-0.68, -0.13, -4.36], [-5.06, -2.01, 6.59], [-6.11, -2.46, 6.17], [-4.10, -2.79, 7.17], [-4.74, -0.68, 6.49], [-3.23, -2.44, 7.51], [-4.30, -3.77, 7.25], [-5.42, -0.08, 6.07], [-3.88, -0.28, 6.83], [-2.99, 4.63, 2.20], [-3.03, 5.84, 2.10], [-3.48, 3.97, 3.30], [-2.46, 3.81, 1.24], [-3.45, 2.97, 3.41], [-3.87, 4.53, 4.03], [-2.09, 4.25, 0.42], [-2.43, 2.81, 1.32], [-3.19, -2.63, -4.56], [-2.69, -1.53, -4.38], [-2.67, -3.53, -5.44], [-4.32, -3.04, -3.90], [-3.06, -4.44, -5.61], [-1.84, -3.26, -5.94], [-4.73, -2.40, -3.25], [-4.74, -3.94, -4.03]]}

{"formula": "C10H32CoO10", "method": "ωB97M-V/def2-TZVPD", "spin_multiplicity": 4, "total_charge": 0, "energy_ev": -68984.920, "e_above_lowest_kj_mol": 313.0, "species": ["Co", "C", "O", "O", "O", "C", "C", "O", "H", "H", "H", "H", "H", "H", "C", "C", "O", "H", "H", "H", "H", "H", "H", "C", "O", "H", "H", "H", "H", "C", "O", "H", "H", "H", "H", "C", "O", "H", "H", "H", "H", "C", "O", "H", "H", "H", "H", "C", "O", "H", "H", "H", "H"], "coordinates": [[-7.65, 11.57, -16.35], [-5.48, 10.41, -16.09], [-6.56, 9.82, -16.07], [-5.60, 11.61, -16.25], [-4.36, 9.81, -15.98], [-8.52, 5.87, -16.79], [-7.88, 6.81, -15.76], [-8.57, 8.01, -15.73], [-8.11, 4.86, -16.79], [-8.60, 6.30, -17.79], [-9.58, 5.84, -16.51], [-6.85, 6.97, -16.07], [-7.87, 6.31, -14.79], [-7.90, 8.70, -15.71], [-6.05, 7.18, -12.49], [-4.77, 7.53, -13.19], [-4.60, 8.97, -13.15], [-6.01, 7.50, -11.45], [-6.02, 6.10, -12.37], [-6.95, 7.50, -13.01], [-4.86, 7.02, -14.14], [-3.94, 7.03, -12.67], [-4.72, 9.26, -14.06], [-4.80, 12.90, -12.98], [-4.37, 13.39, -14.25], [-4.24, 13.32, -12.15], [-5.86, 13.10, -12.81], [-4.70, 11.82, -13.13], [-4.61, 12.79, -14.96], [-1.65, 11.25, -14.93], [-1.80, 9.88, -15.14], [-1.98, 11.87, -15.76], [-2.25, 11.55, -14.07], [-0.61, 11.43, -14.70], [-2.73, 9.68, -15.22], [-2.96, 6.71, -16.24], [-4.26, 7.07, -16.71], [-2.63, 7.40, -15.46], [-2.88, 5.67, -15.92], [-2.30, 6.83, -17.10], [-4.36, 8.00, -16.51], [-4.21, 12.70, -19.40], [-4.04, 13.10, -18.02], [-3.49, 13.20, -20.04], [-4.16, 11.65, -19.67], [-5.19, 13.10, -19.67], [-4.56, 12.60, -17.40], [-1.81, 9.77, -18.64], [-3.17, 9.56, -18.62], [-1.33, 8.93, -18.15], [-1.46, 9.76, -19.67], [-1.50, 10.70, -18.15], [-3.48, 9.60, -17.71]]}